Record 1
ORCA calculation (ωB97M-V/def2-TZVPD) on C43H51BrFGeN5O2SeSiW as an isolated structure at a distorted geometry.

XYZ file:
```
107
C43H51BrFGeN5O2SeSiW, DFT ωB97M-V/def2-TZVPD
W 0.81736 0.49417 0.11823
C -2.44424 2.54909 -0.67829
C -1.48184 2.38121 -1.80448
C -1.88469 2.84990 -3.03607
C -1.01148 2.84894 -4.12981
C 0.28927 2.49568 -3.88576
C 0.67483 2.07429 -2.60419
N -0.23601 1.86109 -1.55707
C 2.05353 1.93865 -2.25993
C 3.11525 2.44286 -3.01649
C 4.41112 2.31028 -2.54522
C 4.63190 1.71273 -1.31363
C 3.54793 1.25980 -0.56086
N 2.25921 1.29893 -1.05261
C 3.64816 0.86818 0.81529
C 4.86204 0.49770 1.41146
C 4.91382 0.27084 2.76417
C 3.77914 0.57008 3.51762
C 2.60750 0.96811 2.90792
C 1.52518 1.51969 3.77361
N 2.45870 0.95252 1.54309
H -2.31037 3.54832 -0.26040
H -3.46737 2.46107 -1.02963
H -2.27709 1.82599 0.10583
H -2.87402 3.26310 -3.14228
H -1.34094 3.16902 -5.10335
H 1.03528 2.54666 -4.66079
H 2.92029 2.95174 -3.94408
H 5.23494 2.72198 -3.10073
H 5.62177 1.66552 -0.90066
H 5.73847 0.37623 0.79920
H 5.81006 -0.08040 3.24539
H 3.81425 0.51396 4.59043
H 1.58675 1.08809 4.76786
H 0.54267 1.31133 3.37807
H 1.66059 2.60014 3.85358
C -1.58128 0.02418 4.07893
Si -1.91937 0.15291 2.19765
C -2.19254 -1.64472 1.58499
C -3.68809 0.84682 1.86664
N -0.65346 1.17730 1.37491
C -0.64710 2.51278 1.81700
C -1.52730 3.06284 2.76976
C -1.44939 4.37554 3.19365
C -0.48630 5.24352 2.70450
C 0.39541 4.76554 1.75235
C 0.27982 3.45401 1.34734
F 1.20689 3.01101 0.38199
H -2.44463 -0.42660 4.56046
H -1.39427 0.97363 4.57382
H -0.72676 -0.61785 4.27986
H -3.25183 -1.79303 1.40459
H -1.91456 -2.33713 2.37183
H -1.66348 -1.95313 0.68873
H -4.32238 0.48597 2.67023
H -4.11581 0.45493 0.94658
H -3.79558 1.92527 1.84277
H -2.28945 2.44754 3.20729
H -2.15687 4.72024 3.93079
H -0.42720 6.26287 3.04617
H 1.16929 5.38233 1.32139
O 0.96119 -0.95592 2.79868
C 0.67915 -1.77094 1.91881
O 0.46343 -1.25441 0.70731
C 0.52557 -3.20506 2.10336
C 0.51680 -3.73103 3.39967
C 0.28978 -5.07866 3.58981
C 0.08719 -5.90867 2.49563
C 0.12490 -5.39611 1.20530
C 0.33876 -4.05025 1.00539
H 0.67016 -3.06595 4.23522
H 0.25688 -5.48442 4.58947
H -0.11018 -6.95750 2.65031
H -0.02891 -6.04349 0.35612
H 0.35942 -3.63856 0.00320
Br 2.79775 -0.86149 -3.19555
C 2.98667 -1.93573 -1.64557
C 3.49389 -3.20124 -1.82912
C 3.74613 -3.97879 -0.70504
C 3.55156 -3.38627 0.53540
C 3.06757 -2.10069 0.61773
N 2.68853 -1.35274 -0.46387
H 3.70224 -3.56087 -2.82394
H 4.11282 -4.98506 -0.80318
H 3.79690 -3.91374 1.44061
H 3.01119 -1.62719 1.58641
C -4.43492 -2.45835 -3.58235
Ge -3.61734 -0.67454 -3.33992
C -2.71601 -0.04294 -4.99063
C -5.01415 0.61772 -2.77347
C -2.42791 -0.88385 -1.68665
Se -0.48206 -1.20159 -1.70867
C -0.32011 -1.70942 -3.62817
H -5.11147 -2.42656 -4.43139
H -5.01643 -2.73360 -2.70726
H -3.69943 -3.23553 -3.76569
H -3.44469 0.50194 -5.58194
H -2.36310 -0.87427 -5.59057
H -1.88688 0.62159 -4.78220
H -5.86701 0.51538 -3.43929
H -4.67008 1.64373 -2.84041
H -5.36364 0.42360 -1.76415
H -2.84851 -1.75632 -1.18134
H -2.56891 -0.03065 -1.02537
H -1.25313 -2.19752 -3.90241
H 0.49319 -2.42940 -3.69898
H -0.11252 -0.85888 -4.27102
```

net charge	+2
DFT total energy	-9601.80629	Eh
multiplicity	3
E_HOMO (spin up / spin down)	-12.245 / -12.854	eV
orbital gap (spin up / spin down)	5.95 / 6.26	eV
⟨S²⟩	2.018

Record 2
ORCA calculation (ωB97M-V/def2-TZVPD) on C37H85F7NO13PSSi2 as an isolated structure at a distorted geometry.

XYZ file:
```
147
C37H85F7NO13PSSi2, DFT ωB97M-V/def2-TZVPD
C -3.17178 4.68364 3.65845
C -2.90589 3.60201 2.60262
C -2.24092 4.14619 1.34612
F -2.58914 5.46322 1.13404
Si -0.35566 3.95011 1.40861
O 0.09625 2.47224 2.00852
Si -0.16174 1.08911 1.10574
N 0.47620 1.24121 -0.50329
C -1.98499 0.57799 1.03535
O -1.93639 -0.60740 0.25823
O -3.27855 -1.11413 0.24028
P 0.46796 5.51522 2.81364
S 0.06271 7.30603 2.09832
C 0.44394 4.33400 -0.32302
O -0.26737 4.44539 -1.28833
C 1.98881 4.47801 -0.40874
F 2.31561 5.76054 -0.15405
F 2.48633 3.71523 0.59610
C 2.63140 4.01563 -1.75084
F 3.79029 3.36393 -1.47646
F 1.81174 3.15918 -2.40011
C 3.00101 5.18082 -2.69594
F 3.94583 5.94993 -2.12618
F 3.53149 4.61285 -3.81235
C 1.77715 6.00356 -3.14310
O 0.91583 5.50514 -3.81430
O 1.81937 7.29499 -2.75089
H -2.67640 5.61877 3.43892
H -4.23175 4.86122 3.74199
H -2.84448 4.36304 4.63748
H -2.28625 2.83897 3.05748
H -3.82953 3.10518 2.34681
H -2.60916 3.61024 0.47347
H 0.56200 -0.00463 1.76459
H 0.53988 0.30127 -0.88173
H -0.11538 1.77620 -1.12577
H -2.39671 0.32142 2.00663
H -2.64353 1.28044 0.52506
H -3.13246 -2.05541 0.11938
H -0.02206 5.29402 4.11591
H 1.86286 5.33316 2.86207
H 1.03716 7.49774 -2.22589
C -1.37137 -3.99453 4.05212
C -0.72445 -3.19772 2.93364
O 0.16435 -2.19335 3.37715
C 1.29401 -2.63077 4.10863
C 2.20823 -3.56050 3.32871
H -1.84153 -3.32543 4.77424
H -2.13290 -4.65942 3.64360
H -0.64865 -4.60966 4.59058
H -1.49877 -2.66390 2.37886
H -0.22712 -3.86342 2.21825
H 0.98460 -3.09389 5.05261
H 1.83761 -1.72192 4.36714
H 1.72928 -4.51757 3.11512
H 3.11289 -3.76398 3.90159
H 2.49024 -3.10871 2.37691
C 4.30933 -2.47725 -3.90978
C 2.79725 -2.52559 -3.76591
O 2.27430 -1.52943 -2.91051
C 2.50374 -0.18853 -3.30611
C 1.88098 0.17860 -4.64241
H 4.78620 -2.48814 -2.92842
H 4.66125 -3.33608 -4.48201
H 4.64001 -1.57620 -4.42869
H 2.51251 -3.47727 -3.31511
H 2.31060 -2.48391 -4.74712
H 3.57673 0.03377 -3.30380
H 2.05945 0.42634 -2.52388
H 2.35242 -0.35176 -5.47149
H 1.99303 1.24734 -4.82631
H 0.81895 -0.07105 -4.65034
C 0.92738 -7.01090 -3.50044
C 1.44992 -7.05248 -2.07387
O 1.87187 -8.33654 -1.65820
C 2.93830 -8.90219 -2.39586
C 4.22233 -8.09094 -2.34333
H 0.15040 -7.76221 -3.64591
H 0.51234 -6.02798 -3.72538
H 1.71753 -7.20898 -4.22652
H 0.64883 -6.77318 -1.38940
H 2.25307 -6.31988 -1.93256
H 2.63634 -9.07863 -3.43451
H 3.10925 -9.88099 -1.94812
H 4.11897 -7.13105 -2.85213
H 5.03090 -8.63712 -2.82942
H 4.50513 -7.89081 -1.30931
C -6.26551 -4.51016 5.67395
C -6.52576 -3.13119 5.09182
O -5.45262 -2.62173 4.32315
C -5.09902 -3.38163 3.18415
C -6.21210 -3.51089 2.15829
H -5.32698 -4.51928 6.22981
H -7.07484 -4.79272 6.34735
H -6.20003 -5.27408 4.89774
H -6.66313 -2.41491 5.90189
H -7.45257 -3.12767 4.50704
H -4.73052 -4.37000 3.48341
H -4.25481 -2.85517 2.73503
H -7.04934 -4.09935 2.53454
H -5.84306 -4.00606 1.25945
H -6.59546 -2.52653 1.88588
C 5.06396 9.63650 -1.91701
C 3.58954 9.82775 -1.60629
O 3.33821 10.74951 -0.56095
C 3.78206 12.07252 -0.78564
C 3.13622 12.74436 -1.98632
H 5.61444 9.38114 -1.01069
H 5.19266 8.83453 -2.64437
H 5.51361 10.53854 -2.33567
H 3.17187 8.88245 -1.26790
H 3.03707 10.11173 -2.50938
H 4.87464 12.10287 -0.86940
H 3.52124 12.62069 0.11973
H 3.43459 12.27479 -2.92493
H 3.43075 13.79307 -2.03295
H 2.04936 12.68735 -1.91598
C 5.74630 0.42540 -1.00952
C 6.26529 0.36587 0.41631
O 6.68832 -0.92367 0.81934
C 7.75077 -1.48344 0.07296
C 9.03650 -0.67517 0.12748
H 4.96999 -0.32630 -1.16501
H 5.32778 1.41033 -1.21921
H 6.53759 0.23941 -1.73846
H 5.46432 0.63392 1.10530
H 7.06740 1.09757 0.56615
H 7.44458 -1.64947 -0.96665
H 7.92216 -2.46696 0.51071
H 8.93242 0.28929 -0.37183
H 9.84218 -1.21822 -0.36705
H 9.32383 -0.48536 1.16222
C -9.63835 -3.02649 -1.17995
C -8.93412 -4.36507 -1.03827
O -9.12478 -4.98263 0.21995
C -10.46092 -5.30127 0.55855
C -11.12082 -6.28309 -0.39505
H -9.36848 -2.36410 -0.35645
H -9.35653 -2.55088 -2.11939
H -10.72395 -3.13500 -1.17736
H -7.85723 -4.21851 -1.12508
H -9.22612 -5.04379 -1.84768
H -11.06201 -4.38948 0.65024
H -10.40705 -5.74372 1.55332
H -11.26706 -5.85192 -1.38656
H -12.09953 -6.57523 -0.01420
H -10.50634 -7.17694 -0.50768
```

DFT total energy	-4511.10266	Eh
multiplicity	1
energy relative to the best compared isomer or geometry (same formula, charge and spin)	0.000	eV
E_HOMO	-8.486	eV
orbital gap	7.72	eV

Record 3
ORCA calculation (ωB97M-V/def2-TZVPD) on a 2-piece molecular cluster, C3H11NO overall at a distorted geometry.

XYZ file:
```
16
C3H11NO, DFT ωB97M-V/def2-TZVPD
C 0.66586 -2.75563 1.00435
C 0.32749 -1.26576 1.25650
O 1.49194 -0.47463 1.26220
C 1.39723 0.92949 0.91923
H 1.28084 -3.38796 1.66735
H 1.27418 -2.70136 0.03307
H -0.17476 -3.44900 0.82791
H -0.19823 -1.21489 0.27654
H -0.41427 -1.30890 2.12021
H 0.27158 1.29091 1.14634
H 1.96886 1.32395 1.86564
H 1.94171 1.14086 0.02804
N -3.13785 3.13745 -3.71913
H -4.02100 3.76201 -3.48077
H -3.25329 2.62208 -4.59722
H -2.98973 2.30855 -3.03131
```

DFT total energy	-250.79826	Eh
multiplicity	1
energy relative to the best compared isomer or geometry (same formula, charge and spin)	2.677	eV
E_HOMO	-9.756	eV
orbital gap	10.65	eV
SMILES string	CCOC.N

Record 4
ORCA calculation (ωB97M-V/def2-TZVPD) on a 5-piece molecular cluster, C2H16NO4S overall at a distorted geometry.

XYZ file:
```
24
C2H16NO4S, DFT ωB97M-V/def2-TZVPD
C 0.01408 0.77544 -0.49567
C 0.41283 1.45556 0.78930
S -0.36024 3.15165 0.78387
N 0.05446 -0.73478 -0.43849
H 0.61240 1.12147 -1.36346
H -0.95151 1.15220 -0.80669
H 1.47194 1.68476 0.67209
H 0.34371 0.87284 1.69861
H -0.74949 3.12001 2.04574
H 0.48445 -0.92348 0.47624
H 0.65908 -1.14886 -1.16146
H -0.88575 -1.10673 -0.38406
H -3.12174 -0.24407 -2.04281
H -2.96398 1.02687 -1.29147
O -2.70671 0.09703 -1.23971
H 2.39272 -2.04206 -2.50548
H 1.62070 -3.29515 -2.70598
O 1.47895 -2.35321 -2.54963
H -1.94753 -0.27371 0.88852
H -2.43817 -1.18415 1.90095
O -1.62294 -1.02996 1.40298
H 3.34046 -0.54121 1.99996
H 2.43156 0.68985 2.18144
O 2.43073 -0.27029 2.14518
```

net charge	+1
DFT total energy	-839.44820	Eh
multiplicity	1
energy relative to the best compared isomer or geometry (same formula, charge and spin)	0.554	eV
E_HOMO	-12.689	eV
orbital gap	9.86	eV

Record 5
ORCA calculation (ωB97M-V/def2-TZVPD) on a 2-piece molecular cluster, C5H14NO2 overall at a distorted geometry.

XYZ file:
```
22
C5H14NO2, DFT ωB97M-V/def2-TZVPD
C -0.48216 -1.05522 0.42783
O -0.91439 -2.29710 0.64456
C 0.66680 -0.97721 -0.64433
C 1.46432 0.28829 -0.53014
C 0.68206 1.56210 -0.86925
C 0.24519 2.41592 0.32981
N 1.45088 -2.19967 -0.57940
H -0.11540 -0.48869 1.33737
H -1.26718 -0.31985 0.04557
H 0.19951 -0.96739 -1.62924
H 2.34606 0.27862 -1.18754
H 1.94839 0.39465 0.45303
H -0.24889 1.29005 -1.38592
H 1.19687 2.15648 -1.62270
H 0.46301 3.45871 0.11040
H 0.79803 2.12511 1.21624
H -0.79615 2.24156 0.58838
H 2.21994 -2.05303 0.06644
H 0.83131 -2.86860 -0.09398
H -3.65395 -0.45466 0.57023
H -3.08892 -1.48407 1.47147
O -3.94533 -1.04598 1.28116
```

net charge	-1
DFT total energy	-404.13736	Eh
multiplicity	1
energy relative to the best compared isomer or geometry (same formula, charge and spin)	0.468	eV
E_HOMO	-3.026	eV
orbital gap	6.77	eV

Record 6
ORCA calculation (ωB97M-V/def2-TZVPD) on C26H32N4O4PPdS2 as an isolated structure at a distorted geometry.

XYZ file:
```
70
C26H32N4O4PPdS2, DFT ωB97M-V/def2-TZVPD
Pd -0.71823 -0.71675 1.11331
C -0.32855 2.53643 0.95566
C -1.17263 2.20601 2.14539
C -1.52668 3.20035 3.07499
C -2.36373 2.89460 4.11099
C -2.90417 1.59544 4.21377
C -3.84514 1.22705 5.20759
C -4.38338 -0.04667 5.24180
C -4.03619 -0.97877 4.27745
C -3.10049 -0.66164 3.27719
S -2.78925 -1.78058 2.03348
C -2.49813 0.64188 3.25992
N -1.61393 0.95734 2.28498
H -0.66137 3.47955 0.52214
H -0.42706 1.76992 0.18751
H 0.72071 2.66729 1.23329
H -1.13319 4.20016 2.95177
H -2.63951 3.64515 4.84170
H -4.15014 1.96672 5.93772
H -5.09567 -0.31294 6.01050
H -4.49055 -1.96140 4.28472
C 1.30299 -2.12838 3.94780
P 0.69157 -2.34290 2.25292
C -0.16433 -3.94919 2.26804
C 2.12225 -2.50824 1.16315
C 1.99977 -3.26492 -0.00735
C 3.07025 -3.36384 -0.88073
C 4.25152 -2.67732 -0.61567
C 4.37382 -1.91910 0.54287
C 3.31250 -1.83156 1.43408
H 1.73345 -1.14173 4.10976
H 2.06080 -2.89142 4.13521
H 0.47819 -2.26831 4.64589
H 0.56841 -4.75366 2.34689
H -0.76652 -4.09750 1.37306
H -0.82159 -3.98556 3.13665
H 1.07626 -3.79213 -0.22025
H 2.99136 -3.98913 -1.76126
H 5.08268 -2.74493 -1.30530
H 5.30318 -1.40955 0.76056
H 3.42263 -1.25745 2.34625
C -0.76830 4.68139 -3.76910
C -1.07703 3.38910 -4.49127
S -0.24162 1.99424 -3.67032
O 1.10080 2.34144 -3.26849
O -1.07410 1.41201 -2.63251
C -0.09309 0.69011 -4.93823
C 1.00741 -0.27036 -4.49047
N 1.00486 -0.41141 -3.02302
C 0.02687 -0.98699 -2.25685
N 0.26296 -0.81910 -0.93725
C 1.40443 -0.13402 -0.84941
C 1.88389 0.12645 -2.14880
N 3.11213 0.86097 -2.42779
O 3.66013 0.68763 -3.48528
O 3.45994 1.55413 -1.50007
C -1.13901 -1.68728 -2.80155
H -1.29952 5.49030 -4.27065
H 0.29367 4.91547 -3.80515
H -1.10696 4.66508 -2.73411
H -0.68977 3.37733 -5.51076
H -2.13231 3.11835 -4.47414
H 0.16636 1.14245 -5.89373
H -1.07808 0.23081 -4.99580
H 1.98248 0.10388 -4.77013
H 0.86258 -1.24525 -4.95629
H 1.87873 0.12524 0.08491
H -0.85474 -2.36731 -3.60772
H -1.84687 -0.95300 -3.20234
H -1.63774 -2.24399 -2.01211
```

net charge	+3
DFT total energy	-2794.44419	Eh
multiplicity	5
energy relative to the best compared isomer or geometry (same formula, charge and spin)	0.000	eV
E_HOMO (spin up / spin down)	-16.294 / -17.375	eV
orbital gap (spin up / spin down)	7.18 / 4.94	eV
⟨S²⟩	6.051